{
  "formula": "C44H69N6O2P2SV",
  "method": "wB97M-V/def2-TZVPD",
  "elements": ["V", "O", "H", "H", "O", "H", "H", "N", "H", "H", "H", "S", "C", "N", "C", "C", "C", "N", "H", "H", "H", "H", "H", "H", "H", "H", "C", "C", "C", "C", "C", "C", "P", "C", "C", "C", "C", "C", "C", "C", "C", "C", "C", "C", "C", "H", "H", "H", "H", "H", "H", "H", "H", "H", "H", "H", "H", "H", "H", "H", "H", "H", "H", "H", "H", "H", "H", "H", "H", "H", "H", "H", "H", "H", "H", "H", "H", "H", "N", "P", "C", "C", "C", "C", "C", "C", "C", "C", "C", "C", "C", "C", "C", "C", "C", "C", "C", "C", "H", "H", "H", "H", "H", "H", "H", "H", "H", "H", "H", "H", "H", "H", "H", "C", "C", "N", "C", "C", "N", "H", "H", "H", "H", "H", "H"],
  "xyz": [[0.735, -0.103, 0.208], [-1.135, 0.924, 1.321], [-1.353, 0.309, 2.037], [-0.865, 1.749, 1.743], [-0.476, -1.369, -1.018], [-0.489, -1.254, -1.978], [-1.461, -1.230, -0.747], [-3.026, -0.897, -0.480], [-3.392, -1.379, 0.333], [-3.677, -1.048, -1.244], [-3.028, 0.099, -0.273], [-0.358, -2.071, 1.986], [-0.269, -3.556, 1.123], [-1.345, -4.318, 0.943], [-1.348, -5.643, 0.306], [-0.185, -5.731, -0.663], [1.086, -5.325, 0.056], [0.894, -3.993, 0.634], [-2.182, -3.987, 1.393], [-2.298, -5.767, -0.207], [-1.275, -6.420, 1.068], [-0.359, -5.064, -1.512], [-0.096, -6.747, -1.044], [1.935, -5.281, -0.623], [1.325, -6.043, 0.843], [1.700, -3.439, 0.880], [-4.903, 4.155, -2.914], [-4.122, 4.540, -1.641], [-3.100, 3.460, -1.254], [-2.489, 2.842, -2.522], [-3.582, 2.031, -3.251], [-4.984, 2.637, -3.051], [-1.014, 1.836, -2.093], [0.355, 3.094, -1.941], [0.321, 4.349, -2.854], [-0.129, 5.597, -2.095], [0.869, 5.955, -0.981], [1.509, 4.697, -0.362], [0.553, 3.511, -0.467], [-0.467, 0.925, -3.606], [-1.353, -0.259, -4.028], [-0.512, -1.270, -4.829], [0.564, -0.556, -5.670], [0.073, 0.828, -6.094], [-0.132, 1.743, -4.866], [-4.411, 4.568, -3.799], [-5.902, 4.589, -2.889], [-4.812, 4.700, -0.810], [-3.602, 5.487, -1.799], [-3.588, 2.661, -0.683], [-2.342, 3.882, -0.593], [-2.171, 3.659, -3.173], [-3.585, 0.993, -2.899], [-3.351, 1.995, -4.318], [-5.448, 2.224, -2.150], [-5.627, 2.353, -3.883], [1.236, 2.511, -2.222], [-0.306, 4.192, -3.728], [1.328, 4.526, -3.247], [-1.125, 5.427, -1.673], [-0.232, 6.435, -2.785], [0.360, 6.529, -0.204], [1.651, 6.602, -1.381], [1.780, 4.888, 0.678], [2.439, 4.450, -0.888], [-0.404, 3.791, -0.014], [0.919, 2.659, 0.113], [0.478, 0.495, -3.239], [-2.161, 0.116, -4.655], [-1.855, -0.744, -3.184], [-1.167, -1.850, -5.481], [-0.042, -1.995, -4.154], [0.820, -1.159, -6.542], [1.490, -0.442, -5.093], [-0.868, 0.715, -6.641], [0.772, 1.292, -6.789], [-0.938, 2.454, -5.071], [0.770, 2.332, -4.690], [1.731, 0.356, 1.504], [2.867, 0.085, 2.606], [3.935, -1.243, 2.045], [5.004, -0.947, 1.200], [5.737, -1.975, 0.622], [5.408, -3.300, 0.885], [4.343, -3.600, 1.727], [3.605, -2.576, 2.305], [2.201, -0.365, 4.202], [2.960, -1.062, 5.141], [2.443, -1.307, 6.406], [1.175, -0.851, 6.737], [0.422, -0.141, 5.811], [0.934, 0.102, 4.547], [3.868, 1.548, 2.817], [3.525, 2.726, 2.158], [4.296, 3.868, 2.341], [5.403, 3.828, 3.177], [5.746, 2.652, 3.835], [4.981, 1.512, 3.657], [5.272, 0.085, 1.002], [6.581, -1.743, -0.016], [5.995, -4.099, 0.450], [4.103, -4.633, 1.952], [2.775, -2.810, 2.962], [3.954, -1.418, 4.896], [3.031, -1.853, 7.132], [0.774, -1.044, 7.725], [-0.563, 0.221, 6.078], [0.356, 0.659, 3.820], [2.655, 2.746, 1.515], [4.034, 4.788, 1.834], [6.004, 4.718, 3.320], [6.609, 2.627, 4.487], [5.253, 0.599, 4.175], [2.266, -2.392, -2.267], [2.793, -1.023, -2.019], [2.317, -0.106, -1.183], [3.153, 1.008, -1.294], [4.115, 0.756, -2.204], [3.872, -0.529, -2.648], [1.523, -2.652, -1.517], [3.076, -3.122, -2.231], [1.799, -2.455, -3.252], [3.008, 1.889, -0.691], [4.935, 1.353, -2.566], [4.416, -1.029, -3.333]],
  "atomic_forces_ev_per_a": [[-1.2, -0.3, -0.1], [0.1, -0.3, -0.3], [0.0, 0.0, 0.0], [0.0, 0.0, 0.0], [0.1, 0.0, 0.0], [0.1, 0.1, 0.0], [-0.1, -0.1, -0.1], [0.0, 0.0, 0.1], [0.0, 0.0, 0.0], [0.0, 0.0, 0.0], [0.0, 0.0, 0.0], [0.2, -0.2, -0.2], [-0.1, 0.0, 0.0], [-0.1, 0.0, 0.1], [0.0, 0.2, 0.1], [0.0, 0.0, -0.1], [0.0, 0.1, 0.1], [0.1, 0.0, 0.0], [0.0, 0.0, 0.0], [0.0, 0.0, 0.0], [0.0, 0.0, 0.1], [0.0, 0.0, 0.0], [0.0, 0.0, 0.0], [0.0, 0.0, 0.0], [0.0, 0.0, 0.0], [0.0, 0.0, 0.0], [0.0, 0.0, 0.0], [0.0, -0.1, -0.1], [-0.1, 0.0, -0.1], [-0.2, 0.0, 0.0], [-0.1, 0.0, 0.0], [0.1, 0.0, 0.0], [0.3, 0.0, 0.3], [0.0, 0.2, 0.1], [0.1, 0.0, 0.1], [0.0, 0.0, 0.0], [0.0, 0.0, 0.0], [0.0, 0.0, -0.1], [-0.1, 0.1, -0.1], [0.0, 0.0, -0.2], [0.1, 0.0, 0.0], [0.0, 0.1, 0.0], [0.0, 0.0, 0.0], [0.0, 0.0, 0.1], [0.0, -0.1, -0.1], [0.0, 0.0, 0.0], [0.0, 0.0, 0.0], [0.0, 0.0, 0.0], [0.0, 0.0, 0.0], [0.0, 0.0, 0.0], [0.0, 0.0, 0.0], [0.0, 0.0, 0.0], [0.0, 0.0, 0.0], [0.0, 0.0, 0.0], [0.0, 0.0, 0.0], [0.0, 0.0, 0.0], [0.1, 0.0, 0.0], [0.0, 0.0, 0.0], [0.0, 0.0, 0.0], [0.1, 0.0, 0.0], [0.0, 0.0, 0.0], [0.0, 0.0, 0.0], [0.0, 0.0, 0.0], [0.0, 0.0, 0.0], [0.0, 0.0, 0.0], [0.0, 0.0, 0.0], [0.1, -0.1, 0.0], [0.0, 0.0, 0.0], [0.0, 0.0, 0.0], [0.0, 0.0, 0.0], [0.0, 0.0, 0.0], [0.0, 0.0, 0.0], [0.0, 0.0, 0.0], [0.0, 0.0, 0.0], [0.0, 0.0, 0.0], [0.0, 0.0, 0.0], [0.0, 0.0, 0.0], [0.0, 0.0, 0.0], [0.8, 0.5, 1.0], [-0.3, -0.1, -0.2], [0.1, -0.2, -0.1], [0.0, -0.1, 0.0], [0.0, 0.0, 0.0], [0.0, 0.0, 0.0], [0.0, 0.0, 0.0], [0.0, 0.0, 0.0], [-0.1, 0.0, 0.2], [0.0, 0.0, 0.0], [0.0, 0.0, -0.1], [0.0, 0.0, 0.0], [0.0, 0.0, 0.0], [0.0, -0.1, 0.0], [0.1, 0.2, -0.1], [0.1, 0.1, 0.1], [0.0, -0.1, 0.0], [0.0, 0.0, 0.0], [0.0, 0.0, 0.0], [0.0, 0.0, 0.0], [0.0, 0.0, 0.0], [0.0, 0.0, 0.0], [0.0, 0.0, 0.0], [0.0, 0.0, 0.0], [0.0, 0.0, 0.0], [0.0, 0.0, 0.0], [0.0, 0.0, 0.0], [0.0, 0.0, 0.0], [0.0, 0.0, 0.0], [0.0, 0.0, 0.0], [0.0, 0.0, 0.0], [0.0, 0.0, 0.0], [0.0, 0.0, 0.0], [0.0, 0.0, 0.0], [0.0, 0.0, 0.0], [0.1, 0.0, 0.0], [-0.1, 0.2, 0.1], [0.1, 0.0, -0.4], [-0.3, -0.2, 0.2], [0.1, -0.2, -0.1], [0.2, 0.1, -0.1], [0.0, 0.0, 0.0], [0.0, 0.0, 0.0], [0.1, 0.0, 0.0], [0.0, 0.0, 0.0], [0.0, -0.1, 0.0], [0.0, 0.0, 0.0]],
  "mulliken_charge": [1.13, -0.62, 0.27, 0.26, -0.27, -0.40, 0.24, -0.63, 0.29, 0.26, 0.03, -0.38, 0.17, -0.07, -0.75, -0.52, -0.64, 0.41, 0.30, 0.44, 0.33, 0.14, 0.41, 0.39, 0.41, -0.53, -0.76, -0.87, -0.67, 0.97, -0.58, -0.93, 0.75, 0.32, -1.36, -0.57, -1.25, -0.78, 1.88, 1.74, -1.26, -0.42, -0.46, -1.10, -0.66, 0.30, 0.48, 0.50, 0.18, 0.38, -0.15, 0.57, -0.11, 0.19, 0.33, 0.52, 0.11, 0.56, 0.53, -0.23, 0.63, 0.42, 0.37, 0.47, 0.32, 0.24, -1.71, -1.47, 0.73, 0.08, 0.52, -0.08, 0.58, -0.01, 0.37, 0.53, 0.18, 0.32, 0.36, 1.10, 0.74, -0.83, -0.83, -0.75, -0.36, -1.03, 0.65, -0.40, -0.84, -0.57, -0.81, -0.26, 0.11, 0.60, -0.61, -0.68, -0.77, -0.45, 0.46, 0.51, 0.45, 0.52, 0.54, 0.38, 0.45, 0.43, 0.45, 0.32, -0.27, 0.46, 0.42, 0.45, 0.34, -0.80, -0.85, 2.53, -0.52, -1.52, 0.20, -0.46, 0.60, 0.12, 0.32, 0.54, 0.21],
  "de_lowest_kcal_mol": 8.1,
  "charge": 2,
  "spin_multiplicity": 3,
  "largest_force_ha_per_bohr": 0.0269,
  "e_lumo_ev": [-4.682, -4.054],
  "gap_ha": [0.2861, 0.3188],
  "homo_energy_ev": [-12.5, -12.7]
}

{
  "formula": "C5H12S",
  "method": "wB97M-V/def2-TZVPD",
  "elements": ["C", "C", "S", "H", "H", "H", "H", "H", "H", "C", "C", "C", "H", "H", "H", "H", "H", "H"],
  "xyz": [[0.224, 2.394, 0.279], [0.129, 1.335, -0.796], [1.695, 0.426, -1.017], [0.861, 3.217, -0.037], [0.629, 1.972, 1.201], [-0.728, 2.821, 0.598], [-0.503, 0.515, -0.447], [-0.255, 1.691, -1.742], [2.512, 1.483, -1.102], [-0.260, -2.255, 1.145], [-1.359, -1.244, 1.079], [-2.500, -1.424, 0.410], [-0.114, -2.507, 2.193], [-0.524, -3.111, 0.518], [0.681, -1.936, 0.701], [-1.431, -0.460, 1.829], [-3.229, -0.629, 0.369], [-2.615, -2.255, -0.283]],
  "atomic_forces_ev_per_a": [[0.1, 0.2, 0.5], [0.1, -0.7, 0.5], [0.0, 0.2, -0.1], [0.1, 0.1, 0.0], [0.3, -0.1, -0.2], [-0.3, 0.0, -0.4], [-0.2, 0.2, -0.2], [0.0, 0.2, -0.1], [0.0, 0.1, -0.1], [-0.1, 0.1, -0.5], [-1.3, -0.6, 0.5], [0.9, 0.3, -0.7], [0.3, -0.4, -0.1], [-0.2, -0.2, 0.5], [0.2, 0.5, 0.3], [0.7, 0.3, -0.2], [-0.3, -0.2, 0.3], [-0.1, 0.1, 0.1]],
  "mulliken_charge": [-1.11, 0.08, -0.25, 0.36, 0.32, 0.33, -0.19, 0.37, 0.10, -0.84, -0.07, -0.72, 0.26, 0.30, 0.19, 0.35, 0.28, 0.24],
  "de_lowest_kcal_mol": 22.2,
  "largest_force_ha_per_bohr": 0.0293,
  "e_lumo_ev": 0.954,
  "gap_ha": 0.3656,
  "smiles": "C=CC.CCS",
  "homo_energy_ev": -9.0
}